{"formula": "C3H7NO", "method": "the ωB97M-V functional and the def2-TZVPD basis", "de_lowest_kcal_mol": 33.1, "total_charge": -1, "e_homo_ev": [-0.47, -2.75], "e_tot_ha": -248.40358, "spin_multiplicity": 2, "homo_lumo_gap_ha": [0.165, 0.243], "species": ["C", "C", "C", "N", "H", "H", "H", "H", "H", "H", "H", "O"], "coordinates": [[-1.34437, -0.90618, 0.28393], [-0.82717, -1.91851, 1.05375], [-1.05000, 1.35410, -0.10237], [-1.24563, 0.39261, 0.78985], [-1.65115, -1.00319, -0.76561], [0.12010, -2.02888, 1.57425], [-1.25838, -2.92306, 0.91064], [-1.03358, 1.08122, -1.17027], [-1.25163, 2.40368, 0.12196], [2.50921, 0.47783, -1.24012], [3.30660, 1.71111, -1.08790], [3.40571, 0.81864, -1.40182]], "forces_ev_per_angstrom": [[1.149, 2.325, 1.923], [-0.659, -2.450, -0.666], [-0.345, 0.067, -0.594], [0.269, -0.892, -1.100], [-0.572, -0.220, 0.112], [-0.264, 1.047, 0.552], [0.326, 0.089, -0.468], [0.041, 0.204, -0.049], [0.149, -0.162, 0.241], [0.309, -0.164, -0.086], [0.139, 0.661, 0.190], [-0.544, -0.505, -0.057]], "nbo_charge": [-0.096, -0.649, -0.382, -0.517, 0.123, 0.171, 0.138, 0.095, 0.133, 0.480, 0.459, -0.956]}